one | {"formula": "C5H8N2", "method": "ωB97M-V with the def2-TZVPD basis set", "elements": ["C", "N", "C", "C", "C", "N", "C", "H", "H", "H", "H", "H", "H", "H", "H"], "positions_angstrom": [[-2.27, 0.23, 0.48], [-0.85, 0.25, 0.20], [-0.03, 1.34, 0.28], [1.26, 0.94, 0.01], [1.23, -0.46, -0.24], [2.35, -1.27, -0.50], [-0.08, -0.86, -0.11], [-2.77, 1.00, -0.11], [-2.68, -0.74, 0.19], [-2.47, 0.40, 1.54], [-0.43, 2.31, 0.51], [2.14, 1.58, 0.00], [3.04, -0.78, -1.07], [2.10, -2.12, -0.97], [-0.53, -1.84, -0.22]], "total_charge": 0, "smiles": "Cn1ccc(N)c1", "e_homo_ev": -7.423, "orbital_gap_ev": 8.46}


two | {"formula": "C5H8N2", "method": "ωB97M-V with the def2-TZVPD basis set", "elements": ["C", "C", "C", "N", "C", "C", "N", "H", "H", "H", "H", "H", "H", "H", "H"], "positions_angstrom": [[-0.24, -0.40, 1.33], [0.31, 0.07, 0.00], [1.30, 1.21, 0.13], [0.62, -0.81, -1.12], [-0.61, 0.00, -1.18], [-1.86, -0.71, -1.01], [-2.82, -1.33, -0.85], [-0.88, 0.40, 1.73], [0.56, -0.58, 2.06], [-0.86, -1.30, 1.26], [2.28, 0.78, 0.36], [1.39, 1.79, -0.79], [1.03, 1.88, 0.95], [0.41, -1.78, -0.95], [-0.62, 0.79, -1.92]], "total_charge": 0, "smiles": "CC1(C)N[C@H]1C#N", "e_homo_ev": -10.065, "orbital_gap_ev": 10.97}


three | {"formula": "C5H8N2", "method": "ωB97M-V with the def2-TZVPD basis set", "elements": ["C", "C", "C", "N", "C", "C", "N", "H", "H", "H", "H", "H", "H", "H", "H"], "positions_angstrom": [[0.81, 0.11, 1.30], [0.76, -1.34, -0.73], [-0.56, -1.61, -0.09], [0.04, -0.26, 0.10], [-0.76, 0.81, -0.52], [0.05, 2.02, -0.78], [0.64, 2.99, -0.97], [1.22, -0.81, 1.70], [0.22, 0.67, 2.05], [1.65, 0.71, 0.93], [0.61, -1.04, -1.78], [-1.52, -1.57, -0.62], [-0.64, -2.21, 0.82], [-1.13, 0.44, -1.48], [-1.63, 1.10, 0.09]], "total_charge": 0, "e_homo_ev": -7.653, "orbital_gap_ev": 8.22}


one (78.9 kJ/mol below the next structure)


one | {"formula": "C5H8N2", "method": "ωB97M-V with the def2-TZVPD basis set", "elements": ["C", "C", "C", "C", "N", "C", "N", "H", "H", "H", "H", "H", "H", "H", "H"], "positions_angstrom": [[-0.67, -0.68, 1.13], [0.24, -0.13, 0.05], [-0.34, -0.10, -1.36], [-1.56, 0.70, -1.46], [-2.53, 1.33, -1.54], [1.26, 0.88, 0.42], [1.66, -0.47, 0.03], [-1.42, -1.35, 0.71], [-0.10, -1.24, 1.88], [-1.20, 0.13, 1.64], [-0.57, -1.12, -1.67], [0.41, 0.29, -2.06], [1.32, 1.16, 1.47], [1.55, 1.67, -0.27], [1.91, -1.02, 0.85]], "total_charge": 0, "smiles": "C[C@@]1(CC#N)CN1", "e_homo_ev": -10.003, "orbital_gap_ev": 10.86}


two | {"formula": "C5H8N2", "method": "ωB97M-V with the def2-TZVPD basis set", "elements": ["C", "N", "C", "C", "C", "C", "N", "H", "H", "H", "H", "H", "H", "H", "H"], "positions_angstrom": [[0.61, 1.59, 1.21], [-0.06, 0.66, 0.42], [-1.42, 0.26, 0.62], [-1.69, -0.84, -0.08], [-0.41, -1.26, -0.77], [0.42, -0.03, -0.59], [1.62, 0.25, -1.20], [1.63, 1.24, 1.40], [0.07, 1.79, 2.13], [0.06, -2.02, -0.12], [-2.04, 0.88, 1.25], [-2.63, -1.37, -0.13], [-0.48, -1.69, -1.77], [2.13, 1.05, -0.85], [2.18, -0.52, -1.53]], "total_charge": 0, "e_homo_ev": [-5.932, -5.933], "orbital_gap_ev": [6.69, 6.69]}


one (173.5 kJ/mol below the next structure)


one | {"formula": "CH2N2O3", "method": "ωB97M-V with the def2-TZVPD basis set", "elements": ["O", "N", "N", "C", "O", "O", "H", "H"], "positions_angstrom": [[-0.81, 2.53, 0.42], [-0.89, 1.35, 0.73], [-0.35, 0.50, -0.18], [0.24, -0.65, 0.16], [0.41, -0.99, 1.33], [0.62, -1.41, -0.87], [-0.23, 0.86, -1.13], [1.01, -2.18, -0.46]], "total_charge": 0, "smiles": "O=NNC(=O)O", "e_homo_ev": -10.550, "orbital_gap_ev": 10.03}


two | {"formula": "CH2N2O3", "method": "ωB97M-V with the def2-TZVPD basis set", "elements": ["C", "N", "N", "O", "O", "O", "H", "H"], "positions_angstrom": [[-0.94, -0.13, -0.13], [-0.47, 0.07, 1.07], [0.94, -0.06, -0.93], [-1.78, -0.15, -0.92], [1.83, -0.31, -0.19], [0.93, 0.26, -2.06], [0.59, 0.01, 1.24], [-1.10, 0.32, 1.92]], "total_charge": 0, "e_homo_ev": -9.131, "orbital_gap_ev": 9.36}


three | {"formula": "CH2N2O3", "method": "ωB97M-V with the def2-TZVPD basis set", "elements": ["O", "N", "C", "N", "O", "O", "H", "H"], "positions_angstrom": [[-0.47, 1.95, 0.16], [0.52, 1.39, 0.49], [0.44, -0.23, 0.51], [-0.38, -0.63, -0.62], [0.07, -1.38, -1.46], [-1.44, -0.06, -0.67], [1.42, -0.58, 0.20], [-0.15, -0.47, 1.40]], "total_charge": 0, "smiles": "O=NC[N+](=O)[O-]", "e_homo_ev": -9.919, "orbital_gap_ev": 8.98}


four | {"formula": "CH2N2O3", "method": "ωB97M-V with the def2-TZVPD basis set", "elements": ["C", "N", "N", "O", "O", "O", "H", "H"], "positions_angstrom": [[0.12, 0.17, 0.06], [-0.13, 0.53, -1.22], [-0.12, -1.17, 0.24], [0.47, 1.03, 0.86], [-0.33, 0.06, -2.36], [0.04, -1.48, 1.49], [-0.07, 1.54, -1.12], [0.02, -0.69, 2.06]], "total_charge": 0, "e_homo_ev": [-10.342, -9.911], "orbital_gap_ev": [9.00, 7.97]}


one (160.8 kJ/mol below the next structure)


one | {"formula": "C2H12N2O3", "method": "ωB97M-V with the def2-TZVPD basis set", "elements": ["N", "C", "C", "N", "H", "H", "H", "H", "H", "H", "O", "H", "H", "O", "H", "H", "O", "H", "H"], "positions_angstrom": [[-0.02, 0.86, 2.41], [-0.20, 1.50, 1.17], [-1.05, 1.21, 0.20], [-0.83, 1.72, -1.10], [0.32, 1.38, 3.20], [-0.76, 0.29, 2.77], [0.58, 2.26, 1.14], [-1.86, 0.50, 0.29], [-1.63, 2.00, -1.64], [-0.07, 2.38, -1.12], [2.81, 0.35, -0.30], [2.13, 0.09, 0.33], [2.31, 0.34, -1.12], [-1.20, -2.15, -2.21], [-0.68, -1.39, -1.98], [-1.53, -2.59, -1.44], [0.14, -2.44, 0.34], [1.04, -2.42, 0.03], [-0.28, -3.06, -0.24]], "total_charge": 0, "smiles": "N/C=C/N.O.O.O", "e_homo_ev": -7.364, "orbital_gap_ev": 7.97}


two | {"formula": "C2H12N2O3", "method": "ωB97M-V with the def2-TZVPD basis set", "elements": ["N", "C", "C", "N", "H", "H", "H", "H", "H", "H", "O", "H", "H", "O", "H", "H", "O", "H", "H"], "positions_angstrom": [[1.93, -2.25, -0.14], [0.81, -1.68, -0.80], [0.77, -0.38, -1.08], [-0.37, 0.32, -1.52], [1.72, -3.19, 0.17], [2.24, -1.71, 0.65], [0.17, -2.41, -1.29], [1.66, 0.19, -0.87], [-1.08, -0.28, -1.93], [-0.14, 1.04, -2.21], [-3.86, -0.52, -0.26], [-2.94, -0.77, -0.40], [-3.94, 0.11, 0.46], [-0.40, 0.82, 1.93], [-0.71, 1.02, 1.04], [-0.78, -0.04, 2.16], [1.96, 3.09, 1.49], [1.06, 2.84, 1.74], [1.92, 3.78, 0.83]], "total_charge": 0, "smiles": "N/C=C/N.O.O.O", "e_homo_ev": -7.594, "orbital_gap_ev": 8.07}


two (13.3 kJ/mol below the next structure)


one | {"formula": "C4H8N", "method": "ωB97M-V with the def2-TZVPD basis set", "elements": ["C", "C", "C", "C", "N", "H", "H", "H", "H", "H", "H", "H", "H"], "positions_angstrom": [[-0.02, -0.14, -1.48], [-1.24, -0.61, -0.61], [0.02, -0.12, -0.01], [0.98, -0.36, 1.08], [0.45, 0.99, 0.90], [0.31, -0.87, -2.28], [-0.23, 0.88, -1.77], [-2.16, 0.03, -0.42], [-1.39, -1.70, -0.22], [0.45, -0.80, 1.95], [2.07, -0.58, 0.81], [-0.11, 1.48, 1.63], [0.88, 1.80, 0.41]], "total_charge": 1, "smiles": "C1CC12C[NH2+]2", "e_homo_ev": -15.839, "orbital_gap_ev": 12.34}


two | {"formula": "C4H8N", "method": "ωB97M-V with the def2-TZVPD basis set", "elements": ["C", "C", "C", "C", "N", "H", "H", "H", "H", "H", "H", "H", "H"], "positions_angstrom": [[2.25, 0.00, 1.09], [1.31, 0.00, 0.38], [0.16, -0.05, -0.41], [-0.80, 1.25, -0.24], [-0.69, -1.31, -0.13], [2.99, 0.35, 1.71], [0.51, -0.09, -1.40], [-0.46, 2.17, -0.68], [-1.73, 1.01, -0.72], [-0.90, 1.24, 0.82], [-1.36, -0.98, 0.55], [-0.01, -2.07, -0.02], [-1.25, -1.51, -0.96]], "total_charge": 1, "smiles": "C#C[C@H](C)[NH3+]", "e_homo_ev": -14.802, "orbital_gap_ev": 10.95}


three | {"formula": "C4H8N", "method": "ωB97M-V with the def2-TZVPD basis set", "elements": ["C", "C", "C", "N", "C", "H", "H", "H", "H", "H", "H", "H", "H"], "positions_angstrom": [[-2.13, -0.34, -0.07], [-0.64, 0.64, 0.06], [0.27, 1.45, -0.34], [0.74, 0.36, 0.56], [1.50, -0.74, -0.05], [-2.36, -0.44, 1.09], [-1.60, -1.09, -0.54], [-2.87, 0.20, -0.73], [0.75, 2.25, -0.84], [1.08, 0.64, 1.48], [1.65, -1.48, 0.85], [1.11, -1.07, -1.00], [2.48, -0.38, -0.46]], "total_charge": 1, "smiles": "CC1=C[N@@H+]1C", "e_homo_ev": -15.878, "orbital_gap_ev": 12.38}


two (42.5 kJ/mol below the next structure)


one | {"formula": "C4H8N", "method": "ωB97M-V with the def2-TZVPD basis set", "elements": ["C", "C", "C", "C", "N", "H", "H", "H", "H", "H", "H", "H", "H"], "positions_angstrom": [[-1.84, -0.07, 0.87], [-0.77, -1.15, 0.56], [0.22, -0.62, -0.33], [1.46, 0.13, -0.31], [2.17, 1.00, -1.16], [-2.50, 0.33, 0.05], [-1.51, 0.85, 1.28], [-2.56, -0.35, 1.72], [-1.24, -1.96, 0.07], [-0.44, -1.57, 1.42], [3.16, 1.11, -0.80], [1.54, 1.77, -1.27], [2.33, 0.52, -2.11]], "total_charge": 1, "smiles": "CCC#C[NH3+]", "e_homo_ev": -14.270, "orbital_gap_ev": 8.98}


two | {"formula": "C4H8N", "method": "ωB97M-V with the def2-TZVPD basis set", "elements": ["C", "N", "C", "C", "C", "H", "H", "H", "H", "H", "H", "H", "H"], "positions_angstrom": [[-0.23, 2.22, 1.41], [-0.10, 0.89, 1.26], [0.12, 0.38, -0.14], [0.17, -0.94, -0.23], [0.16, -1.80, -1.44], [-0.93, 2.69, 2.08], [0.37, 2.91, 0.66], [-0.76, 0.14, 1.65], [0.38, 1.12, -0.87], [0.20, -1.49, 0.75], [1.02, -2.52, -1.23], [0.27, -1.12, -2.37], [-0.68, -2.47, -1.53]], "total_charge": 1, "smiles": "C=[NH+]/C=C/C", "e_homo_ev": -14.534, "orbital_gap_ev": 8.64}


two (287.1 kJ/mol below the next structure)


one | {"formula": "C4H8N", "method": "ωB97M-V with the def2-TZVPD basis set", "elements": ["C", "C", "C", "C", "N", "H", "H", "H", "H", "H", "H", "H", "H"], "positions_angstrom": [[0.04, 0.84, -0.79], [0.56, 0.95, 0.87], [1.52, -0.04, 1.22], [-1.46, -1.16, -0.98], [-0.69, -0.02, -1.18], [0.33, 1.62, -1.39], [1.05, 1.93, 0.83], [-0.29, 1.02, 1.48], [1.39, -0.96, 1.77], [2.61, 0.17, 0.95], [-2.12, -1.37, -1.90], [-2.10, -0.97, -0.11], [-0.83, -2.01, -0.75]], "total_charge": 1, "e_homo_ev": [-14.087, -14.561], "orbital_gap_ev": [7.12, 8.32]}


two | {"formula": "C4H8N", "method": "ωB97M-V with the def2-TZVPD basis set", "elements": ["C", "C", "N", "C", "C", "H", "H", "H", "H", "H", "H", "H", "H"], "positions_angstrom": [[-2.41, -0.10, -0.41], [-1.25, 0.06, 0.14], [0.54, -0.26, 0.15], [1.05, -1.41, 0.39], [1.32, 0.85, -0.26], [-2.44, -0.58, -1.37], [-3.18, 0.55, -0.20], [-1.19, 0.51, 1.19], [2.16, -1.44, 0.37], [0.63, -2.29, 0.89], [1.88, 1.32, 0.51], [1.93, 0.44, -1.08], [0.75, 1.55, -0.76]], "total_charge": 1, "smiles": "C=C[N+](=C)C", "e_homo_ev": -15.778, "orbital_gap_ev": 10.73}


two (10.0 kJ/mol below the next structure)


one | {"formula": "CHCl3O2PS", "method": "ωB97M-V with the def2-TZVPD basis set", "elements": ["C", "O", "O", "P", "S", "Cl", "Cl", "Cl", "H"], "positions_angstrom": [[0.63, 0.12, -1.27], [-2.01, -0.16, 0.64], [0.11, -0.84, 1.82], [-0.80, 0.40, 1.31], [-0.51, 2.25, 1.95], [2.32, 0.63, -1.40], [-0.24, 0.84, -2.66], [0.65, -1.68, -1.48], [-0.16, -1.56, 1.09]], "total_charge": -1, "e_homo_ev": -4.047, "orbital_gap_ev": 7.17}


two | {"formula": "CHCl3O2PS", "method": "ωB97M-V with the def2-TZVPD basis set", "elements": ["C", "O", "O", "P", "S", "Cl", "Cl", "Cl", "H"], "positions_angstrom": [[-4.38, 0.13, 0.33], [0.91, 0.91, 1.04], [-0.11, 0.39, -1.32], [0.00, 1.48, 0.06], [0.32, 3.26, -0.61], [-4.28, -1.50, 0.08], [-1.93, 0.98, 0.46], [-4.74, 1.08, -1.04], [0.74, 0.36, -1.79]], "total_charge": -1, "e_homo_ev": -4.498, "orbital_gap_ev": 6.48}


one (50.6 kJ/mol below the next structure)